No. 1
Formula: C25H36N4O7PS2V
Source: the Open Molecules 2025 dataset
Level of theory: ωB97M-V/def2-TZVPD

Last column: Mulliken charge in e.
Element x y z (Å)
1 V 0.777063 -0.272772 0.075289  0.20
2 C -4.626031 0.187737 -0.540816  -1.47
3 C -3.394369 0.569993 0.229036  0.88
4 C -3.097107 -0.065755 1.436826  -0.32
5 C -1.959688 0.261027 2.150034  -0.73
6 C -1.093471 1.242367 1.668219  -0.66
7 C -1.384386 1.894138 0.474293  -0.52
8 C -2.527159 1.548797 -0.238837  -0.59
9 H -5.524559 0.322185 0.063642  0.40
10 H -4.585315 -0.865109 -0.831477  0.25
11 H -4.733756 0.784977 -1.445477  0.36
12 H -3.770080 -0.825998 1.818583  0.45
13 H -1.745681 -0.238774 3.086344  0.41
14 H -0.242031 1.542186 2.273090  0.79
15 H -0.737191 2.675689 0.105907  0.63
16 H -2.751123 2.059966 -1.167979  0.37
17 S 4.483782 -1.371988 2.373204  -0.13
18 C 3.270832 -0.923784 3.493005  -0.24
19 C 2.218740 -0.384588 2.837065  -1.10
20 N 2.372740 -0.294859 1.468351  0.92
21 C 3.537266 -0.776740 1.100129  -0.53
22 H 3.370705 -1.104927 4.552194  0.46
23 H 1.293271 -0.062581 3.288607  0.38
24 H 3.856817 -0.791330 0.064970  0.35
25 C 3.849082 -1.805754 -3.253796  -0.84
26 O 3.221042 -1.306886 -2.054200  -0.29
27 P 1.622823 -1.365270 -1.868785  1.57
28 O 1.265913 -2.934853 -2.043811  -0.50
29 C 1.611314 -3.864003 -1.004502  -0.71
30 O 1.168030 -0.871785 -3.318181  -0.47
31 C -0.222522 -0.723187 -3.650414  -0.52
32 H 3.393153 -2.743177 -3.567843  0.33
33 H 4.897296 -1.970169 -3.019012  0.27
34 H 3.757012 -1.072467 -4.052360  0.27
35 H 0.709072 -4.221259 -0.515008  0.13
36 H 2.263105 -3.411340 -0.254021  0.29
37 H 2.129009 -4.701285 -1.466416  0.35
38 H -0.258506 -0.264880 -4.633383  0.33
39 H -0.727836 -0.085367 -2.926239  0.10
40 H -0.708907 -1.697407 -3.676023  0.26
41 O -1.009425 -1.253224 -0.694202  -0.89
42 C -0.907440 -2.086966 0.248908  1.52
43 O 0.064518 -1.958029 1.062186  -0.95
44 C -1.888340 -3.187158 0.412083  -0.08
45 C -2.897480 -3.360697 -0.530738  -0.48
46 C -3.824912 -4.378795 -0.376119  -0.99
47 C -3.751263 -5.225979 0.721549  -0.43
48 C -2.733713 -5.032502 1.637410  -0.39
49 C -1.792593 -4.031142 1.509416  0.11
50 N -2.645688 -5.937513 2.810713  1.04
51 O -3.519624 -6.770741 2.941823  -0.61
52 O -1.679859 -5.813726 3.541220  -0.60
53 H -2.938131 -2.691605 -1.382010  0.63
54 H -4.609133 -4.519624 -1.108907  0.46
55 H -4.461596 -6.025321 0.873331  0.53
56 H -1.009718 -3.908963 2.240759  0.68
57 C 5.333916 4.905674 -1.131832  -1.04
58 C 5.325025 3.434785 -0.747544  -0.39
59 N 4.055122 2.771516 -1.062014  -0.07
60 C 2.951267 2.537580 -0.350349  0.88
61 S 1.694025 1.694145 -1.201619  -0.64
62 N 2.747963 2.920982 0.910233  0.03
63 C 3.524362 3.757534 1.833234  -0.60
64 C 4.428961 2.949467 2.748031  -0.86
65 H 6.301122 5.352847 -0.896458  0.35
66 H 4.559798 5.462921 -0.601357  0.25
67 H 5.154514 5.027293 -2.201111  0.35
68 H 5.561095 3.285577 0.299446  0.01
69 H 6.089753 2.892857 -1.302714  0.43
70 H 3.963258 2.424247 -2.003189  0.29
71 H 1.866002 2.595732 1.260649  -0.03
72 H 2.794339 4.314571 2.419976  0.42
73 H 4.073589 4.501641 1.270661  0.07
74 H 3.844272 2.239317 3.334168  0.26
75 H 4.957139 3.607248 3.440941  0.41
76 H 5.170974 2.382598 2.181350  0.22

Forces on the atoms, in the same order (eV/Å):
V -0.4 0.1 -0.1
C 0.0 0.0 0.0
C 0.0 0.0 0.0
C 0.0 0.0 0.0
C 0.0 0.0 0.0
C 0.1 -0.1 0.1
C -0.1 -0.1 0.0
C 0.0 0.0 0.0
H 0.0 0.0 0.0
H 0.0 0.0 0.0
H 0.0 0.0 0.0
H 0.0 0.0 0.0
H 0.0 0.0 0.0
H 0.0 0.0 0.0
H 0.0 0.1 0.0
H 0.0 0.0 0.0
S 0.1 0.1 0.0
C -0.1 0.0 0.1
C 0.0 0.0 -0.1
N 0.2 0.0 0.2
C -0.1 0.1 -0.1
H 0.0 0.0 -0.1
H 0.0 0.0 0.0
H 0.0 0.0 0.1
C 0.0 0.0 0.0
O 0.0 0.0 0.0
P 0.2 -0.2 -0.2
O 0.0 0.0 0.1
C 0.0 0.1 -0.1
O -0.1 0.0 -0.1
C 0.1 0.0 0.0
H 0.0 0.0 0.0
H 0.0 0.0 0.0
H 0.0 0.0 0.0
H -0.1 0.0 0.0
H 0.0 0.0 0.0
H 0.0 0.0 0.0
H 0.0 0.0 0.0
H 0.0 0.0 0.0
H 0.0 0.0 0.0
O 0.2 0.0 0.1
C 0.2 0.2 0.0
O -0.2 -0.1 0.0
C 0.0 0.1 0.0
C 0.0 0.0 0.0
C 0.0 0.0 0.0
C 0.0 0.0 0.0
C 0.0 0.0 0.2
C -0.1 0.0 -0.1
N 0.2 -0.3 -0.1
O 0.1 0.3 0.0
O -0.3 0.1 -0.1
H 0.0 0.0 0.0
H 0.0 0.0 0.0
H 0.0 0.0 0.0
H 0.0 0.0 0.0
C 0.0 0.0 0.0
C -0.1 0.0 0.0
N 0.0 0.0 0.2
C 0.0 0.1 0.0
S 0.0 -0.2 0.0
N 0.2 0.1 -0.1
C 0.0 -0.1 -0.1
C 0.1 0.0 0.0
H 0.0 0.0 0.0
H 0.0 0.0 0.0
H 0.0 0.0 0.0
H 0.0 0.0 0.1
H 0.0 0.0 0.0
H 0.0 0.0 -0.1
H -0.2 0.0 0.1
H 0.0 0.0 0.0
H 0.1 0.1 -0.1
H 0.0 0.0 0.0
H 0.0 0.0 0.0
H 0.0 0.0 0.0

Properties
LUMO energy (spin up / spin down) (eV): -2.40 / -2.40
Spin multiplicity: 2
Kohn-Sham gap (spin up / spin down) (eV): 7.723 / 7.102
Charge: +1



No. 2
Formula: C10H19FN2O2S
Source: the Open Molecules 2025 dataset
Level of theory: ωB97M-V/def2-TZVPD

Last column: Mulliken charge in e.
Element x y z (Å)
1 C 2.141401 -2.862846 2.845315  -0.04
2 C 2.465107 -2.025837 2.051589  -0.66
3 C 2.812665 -1.004582 1.066424  -0.55
4 C 1.546515 -0.657959 0.272989  0.09
5 C 1.752017 0.487108 -0.717010  -1.55
6 N 0.462760 1.188657 -0.887905  0.34
7 C 0.104133 2.024515 0.289374  -0.99
8 C -1.200127 1.590986 1.009402  -0.87
9 C -2.151095 0.697620 0.177073  -0.72
10 C -2.157365 -0.766076 0.660595  -0.53
11 C -1.932431 -1.881526 -0.413294  -0.78
12 N -1.647129 -1.480674 -1.782249  -0.63
13 S 0.429038 1.975399 -2.343352  1.13
14 O -0.277950 1.164847 -3.277294  -0.58
15 O 1.723724 2.428920 -2.726611  -0.62
16 F -0.456952 3.209761 -2.041590  -0.22
17 H 1.575163 -3.545903 3.434713  0.42
18 H 3.610731 -1.372162 0.421290  0.35
19 H 3.200336 -0.133957 1.598698  0.36
20 H 1.258155 -1.545598 -0.288720  0.39
21 H 0.749395 -0.463199 0.986258  0.05
22 H 2.014246 0.047478 -1.677457  0.57
23 H 2.567410 1.160541 -0.447260  0.48
24 H 0.049355 3.083487 0.064219  0.63
25 H 0.926115 1.920855 0.997086  0.21
26 H -1.742611 2.510114 1.233679  0.44
27 H -0.977708 1.148176 1.976719  0.50
28 H -3.146558 1.098155 0.364417  0.35
29 H -1.973716 0.807603 -0.886909  0.48
30 H -1.431189 -0.919036 1.457545  0.32
31 H -3.120873 -0.960033 1.131782  0.46
32 H -2.796532 -2.543210 -0.428746  0.39
33 H -1.101755 -2.509995 -0.090808  0.24
34 H -2.433062 -0.998330 -2.195198  0.31
35 H -0.841226 -0.873308 -1.834763  0.24

Forces on the atoms, in the same order (eV/Å):
C -0.7 0.0 -0.1
C 0.4 -0.1 0.0
C -0.1 -0.1 0.2
C 0.5 -0.1 -0.1
C -0.3 -0.7 -0.2
N 0.1 1.5 0.2
C 0.0 -0.6 0.9
C -0.2 0.5 -0.8
C -0.1 0.1 1.2
C -0.2 -0.4 -0.5
C 0.2 0.1 0.0
N -0.1 -0.3 0.1
S 0.8 -1.6 -1.2
O -0.3 0.3 0.3
O -0.2 0.5 0.4
F -0.2 0.2 0.2
H 0.4 -0.1 0.2
H 0.0 0.0 -0.1
H 0.0 0.1 -0.1
H -0.2 0.0 0.1
H -0.1 0.2 0.0
H 0.1 0.1 -0.1
H -0.1 0.2 0.2
H 0.1 -0.1 -0.3
H 0.1 0.1 0.0
H 0.1 0.1 0.1
H 0.1 -0.2 0.0
H -0.1 0.0 -0.2
H 0.1 -0.1 -0.1
H 0.2 0.2 0.0
H -0.1 0.0 0.0
H -0.1 0.0 -0.1
H 0.1 0.0 0.1
H 0.1 0.1 -0.1
H -0.1 0.1 -0.1

Properties
LUMO energy (eV): 0.65
SMILES: C#CCCCN(CCCCCN)S(=O)(=O)F
Kohn-Sham gap (eV): 9.668
Charge: 0



Quick rundown of ΔE to the lowest compared entry with this formula, charge and spin, same order as above: 0.736 0.000 eV
Quick rundown of molar mass, same order as above: 650.636 250.339 g mol⁻¹